Entry 1:
# C4H10NS

A gas-phase ion, C4H10NS (charge +1) at a distorted geometry (ωB97M-V/def2-TZVPD, the OMol25 dataset).

Values from the calculation:
energy relative to the best compared isomer or geometry (same formula, charge and spin)	192.9	kJ/mol
largest force on an atom	0.100	Eh/bohr
frontier orbital gap	10.299	eV
structure (SMILES)	CC[NH2+][C@H]1CS1
E_HOMO	-13.603	eV
charge	+1
2S+1	1

Structure (XYZ):
```
16
Properties=species:S:1:pos:R:3:forces:R:3
C -2.110 0.734 0.413 1.1394 1.4908 -0.9936
C -0.756 1.072 -0.238 0.8756 1.5152 -0.2951
N -0.016 -0.246 -0.579 -4.7358 -1.2738 -1.5201
C 1.021 -0.483 0.349 2.9637 -1.7148 1.9078
C 2.302 -1.279 0.006 0.1600 -0.3199 1.3762
S 2.459 0.527 -0.023 0.0990 -0.1249 0.8959
H -2.321 -0.247 0.189 -0.6806 -2.6107 -0.1699
H -2.190 0.880 1.456 0.3993 0.1501 1.1610
H -2.938 1.227 -0.019 -0.6612 1.0211 -0.6393
H -0.073 1.579 0.470 -0.4798 -0.2295 -0.3441
H -0.735 1.737 -1.158 -0.4933 -1.0782 1.0147
H 0.284 -0.346 -1.570 0.1327 0.5400 0.7475
H -0.919 -0.903 -0.522 2.8552 0.7727 0.0540
H 0.680 -0.663 1.403 0.1714 0.6715 -1.1646
H 2.867 -1.936 0.806 -1.4694 1.7212 -1.4300
H 2.445 -1.651 -0.981 -0.2763 -0.5307 -0.6004
```
Positions in Å, forces in eV/Å.

Entry 2:
# C7H10FN2

A gas-phase ion, C7H10FN2 (charge +1) at a distorted geometry (ωB97M-V/def2-TZVPD, the OMol25 dataset).

Values from the calculation:
energy relative to the best compared isomer or geometry (same formula, charge and spin)	212.2	kJ/mol
largest force on an atom	0.120	Eh/bohr
frontier orbital gap	9.337	eV
structure (SMILES)	[NH3+]CN(F)c1ccccc1
E_HOMO	-12.901	eV
charge	+1
2S+1	1

Structure (XYZ):
```
20
Properties=species:S:1:pos:R:3:forces:R:3
N -0.534 -1.637 2.034 3.5821 4.6706 -1.0195
C 0.618 -1.983 0.905 -0.3723 -0.8093 1.9447
N 0.180 -1.698 -0.329 1.8040 5.3464 -2.5083
F -0.937 -2.284 -0.749 -1.6532 -1.3218 0.0207
C 0.129 -0.086 -0.732 1.9751 -1.3959 0.9572
C 1.202 0.711 -0.275 -2.1487 1.3194 -1.6590
C 1.087 2.108 -0.558 -0.3389 -1.3014 1.5392
C 0.005 2.593 -1.199 -1.1201 -0.2256 -1.8520
C -0.983 1.760 -1.749 0.4924 1.2542 0.5411
C -0.921 0.442 -1.523 1.7370 -2.7794 2.8117
H -0.362 -1.951 2.926 0.7948 -1.2849 2.6518
H -1.394 -1.922 1.776 -3.8168 -1.2425 -1.4352
H -0.511 -0.570 2.113 -0.4335 -1.6831 -0.2777
H 0.842 -3.030 1.155 -0.0206 0.3047 -0.4822
H 1.426 -1.289 1.154 -0.0872 -0.4654 -0.0904
H 2.118 0.477 0.174 0.9171 -1.1466 0.8429
H 1.640 2.851 -0.012 1.0395 -0.1704 -0.2057
H -0.071 3.629 -1.403 -0.1170 0.9569 0.1356
H -1.858 2.158 -2.191 -0.5593 0.4989 -0.5788
H -1.676 -0.280 -1.518 -1.6745 -0.5248 -1.3360
```
Positions in Å, forces in eV/Å.